# 1
{
  "formula": "C22H17Cl2N6O7Tm",
  "method": "ωB97M-V with the def2-TZVPD basis set",
  "symbols": ["Tm", "O", "C", "O", "C", "C", "C", "C", "C", "N", "C", "O", "O", "H", "H", "H", "H", "H", "O", "N", "C", "C", "N", "C", "N", "C", "C", "N", "C", "C", "N", "H", "H", "H", "H", "H", "H", "Cl", "C", "H", "H", "Cl", "C", "C", "C", "C", "C", "C", "C", "O", "O", "H", "H", "H", "H"],
  "positions_angstrom": [[0.336005, -0.345915, -0.204854], [-2.551052, 0.675349, 3.201894], [-1.971549, 0.654011, 2.018069], [-0.784139, 0.865967, 1.848788], [-2.867484, 0.352819, 0.869945], [-4.243975, 0.314086, 0.874648], [-4.869597, -0.102146, -0.298955], [-4.109769, -0.445757, -1.401792], [-2.722698, -0.311138, -1.329777], [-2.145415, 0.077752, -0.210175], [-1.666871, -0.533456, -2.449195], [-2.138499, -0.001060, -3.682616], [-0.530660, 0.028993, -2.072908], [-1.882581, 0.839710, 3.880270], [-4.808168, 0.570615, 1.759441], [-5.947844, -0.176022, -0.339195], [-4.587003, -0.826370, -2.296808], [-3.088893, 0.143484, -3.655609], [-0.029113, -2.054107, 1.016884], [-1.312609, -2.088049, 1.180224], [-1.909452, -3.233271, 1.065419], [-3.334201, -3.250708, 1.185611], [-4.481113, -3.290783, 1.257347], [-1.259878, -4.487409, 0.819665], [-0.742498, -5.493625, 0.619204], [2.377908, 2.246287, 1.850386], [2.657352, 0.819957, 2.171759], [2.013081, -0.230271, 1.709750], [2.611006, -1.338282, 2.272933], [3.627552, -0.947978, 3.082568], [3.639282, 0.426199, 3.015425], [1.511461, 2.299943, 1.200411], [3.222151, 2.702194, 1.331172], [2.176948, 2.816656, 2.758180], [2.263842, -2.335118, 2.060734], [4.319592, -1.503581, 3.689671], [4.290178, 1.032187, 3.480308], [-0.024561, -2.632647, -1.808700], [-1.474337, -2.083985, -2.688070], [-2.319549, -2.675467, -2.342904], [-1.294939, -2.251388, -3.745156], [-1.456917, 5.684916, -3.560152], [-0.384653, 4.397588, -3.106970], [-0.540325, 3.788422, -1.873014], [0.314181, 2.760590, -1.513805], [1.328725, 2.342331, -2.368669], [1.466194, 2.971948, -3.598083], [0.612521, 3.993762, -3.979241], [2.302480, 1.225802, -2.022322], [3.300386, 1.083898, -2.699255], [2.014587, 0.519237, -0.967352], [-1.326914, 4.118179, -1.207025], [0.168597, 2.286363, -0.546585], [2.257929, 2.637677, -4.254611], [0.718290, 4.469962, -4.944218]],
  "atomic_forces_ev_per_a": [[-0.34, 0.89, 1.01], [-0.34, -0.02, 0.01], [0.31, 0.17, -0.11], [0.01, -0.11, 0.04], [-0.09, -0.04, -0.15], [0.04, 0.00, 0.11], [0.00, -0.03, -0.04], [0.02, -0.04, 0.02], [0.20, 0.27, -0.11], [-0.13, 0.04, -0.10], [-0.37, -0.42, -0.04], [-0.10, -0.05, -0.06], [-0.23, 0.14, -0.93], [0.16, 0.05, 0.05], [0.01, -0.03, 0.01], [0.00, -0.02, 0.02], [0.00, 0.04, -0.01], [0.02, 0.08, 0.03], [-0.11, -1.28, 1.00], [-0.33, -0.35, 0.27], [0.05, -0.20, 0.08], [-0.27, 0.08, 0.10], [0.04, 0.07, -0.02], [0.36, -0.03, -0.08], [-0.05, 0.03, 0.04], [0.11, -0.13, 0.02], [-0.01, -0.04, -0.01], [0.01, 0.12, 0.03], [0.01, -0.05, 0.05], [-0.04, -0.08, 0.00], [0.00, 0.00, -0.05], [-0.02, 0.08, 0.01], [-0.02, 0.00, -0.03], [-0.03, 0.02, -0.02], [-0.01, 0.02, 0.00], [0.00, 0.01, -0.02], [0.01, 0.06, 0.02], [-0.02, -0.74, -0.23], [-0.05, 0.51, -0.22], [0.03, -0.08, -0.02], [0.02, 0.00, 0.01], [-0.06, 0.06, -0.03], [0.12, -0.12, 0.01], [-0.10, 0.03, 0.13], [0.15, -0.01, -0.14], [0.05, -0.08, 0.16], [0.03, -0.02, 0.01], [-0.02, 0.01, -0.02], [0.33, 0.52, -0.37], [-0.15, -0.15, 0.08], [0.81, 0.60, -0.45], [0.01, 0.00, -0.01], [0.02, 0.15, -0.03], [0.00, 0.01, 0.01], [-0.02, 0.03, 0.01]],
  "mulliken_spin": [2.0159, 0.0000, -0.0006, -0.0003, -0.0002, -0.0002, 0.0000, 0.0002, 0.0003, -0.0020, -0.0033, -0.0001, -0.0033, 0.0000, 0.0000, 0.0000, 0.0000, 0.0000, -0.0012, -0.0031, -0.0011, 0.0004, -0.0004, -0.0001, -0.0003, 0.0002, -0.0005, -0.0021, 0.0001, -0.0002, 0.0000, -0.0003, 0.0000, 0.0000, -0.0001, 0.0000, 0.0000, -0.0008, 0.0005, -0.0001, -0.0001, 0.0000, -0.0001, 0.0003, 0.0003, 0.0006, -0.0001, 0.0001, -0.0005, 0.0000, 0.0016, 0.0000, 0.0007, 0.0000, 0.0000],
  "de_lowest_kj_mol": 51.4,
  "total_charge": 0,
  "spin_multiplicity": 3,
  "gap_ev": [7.8126, 7.8143]
}

---

# 2
{
  "formula": "C22H17CoF3N3OS3",
  "method": "ωB97M-V with the def2-TZVPD basis set",
  "symbols": ["Co", "C", "C", "N", "N", "C", "S", "S", "C", "C", "C", "C", "C", "C", "C", "C", "C", "C", "C", "C", "C", "O", "H", "H", "H", "H", "H", "H", "H", "H", "H", "H", "H", "H", "H", "H", "F", "C", "F", "F", "C", "C", "C", "C", "N", "C", "S", "H", "H", "H"],
  "positions_angstrom": [[1.283804, -1.602161, 0.330699], [-1.732987, -2.014440, 0.827417], [-0.840035, -0.890802, 1.306682], [-0.390251, -0.052274, 0.432102], [0.119359, 1.142494, 0.905514], [1.339658, 1.399898, 0.618440], [2.492252, 0.314464, -0.045641], [1.855821, 3.090787, 0.915167], [1.310297, 3.790469, -0.681941], [-0.158380, 4.070852, -0.785120], [-1.039117, 3.110269, -1.274508], [-2.397428, 3.373427, -1.350980], [-2.896792, 4.601241, -0.941946], [-2.027147, 5.566286, -0.455897], [-0.669122, 5.300033, -0.379753], [-0.498712, -0.798370, 2.745932], [-1.398187, -0.395484, 3.717630], [-1.019029, -0.327377, 5.050209], [0.281267, -0.681716, 5.397581], [1.186824, -1.104671, 4.444623], [0.821089, -1.190565, 3.086036], [1.645843, -1.658972, 2.191592], [-2.542412, -1.608786, 0.218451], [-2.149126, -2.544011, 1.681657], [-1.184883, -2.737985, 0.220637], [1.637439, 3.106246, -1.466098], [1.881046, 4.713565, -0.794448], [-0.658038, 2.142112, -1.573157], [-3.070021, 2.611687, -1.725281], [-3.959178, 4.803774, -0.998515], [-2.407218, 6.527666, -0.132729], [0.007168, 6.053256, 0.008220], [-2.402227, -0.109409, 3.422006], [-1.719979, 0.007025, 5.804176], [0.591667, -0.625912, 6.435064], [2.196642, -1.388251, 4.713003], [1.626516, -5.608563, -4.470535], [1.759647, -5.230163, -3.174057], [1.032458, -6.103306, -2.454718], [3.050257, -5.438467, -2.855412], [1.335086, -3.811363, -2.972067], [0.944638, -3.035458, -4.048516], [0.562745, -1.714877, -3.860277], [0.592295, -1.203505, -2.575209], [0.958044, -1.949879, -1.542076], [1.338454, -3.241921, -1.684125], [1.783219, -3.909813, -0.165665], [0.939945, -3.466968, -5.039904], [0.258886, -1.097162, -4.692113], [0.327908, -0.182917, -2.332150]],
  "atomic_forces_ev_per_a": [[0.27, -0.31, 0.17], [-0.04, 0.04, -0.06], [0.12, -0.05, -0.04], [-0.33, -0.06, 0.04], [0.04, 0.16, 0.05], [-0.14, 0.09, 0.08], [0.12, -0.06, -0.12], [-0.03, 0.06, -0.01], [0.11, -0.01, -0.05], [-0.04, -0.01, 0.00], [0.06, 0.03, 0.02], [-0.04, -0.03, -0.02], [-0.04, -0.01, -0.01], [0.00, 0.04, 0.02], [-0.01, -0.01, 0.01], [0.13, -0.04, 0.04], [-0.03, 0.03, 0.02], [-0.10, 0.04, 0.05], [0.03, 0.00, -0.02], [0.02, -0.03, -0.05], [-0.16, 0.02, -0.06], [0.15, 0.11, -0.06], [0.00, -0.01, -0.01], [-0.02, 0.00, 0.01], [0.00, -0.01, 0.02], [0.01, -0.02, 0.03], [-0.01, 0.00, 0.02], [0.01, -0.02, 0.00], [0.00, -0.01, 0.01], [0.00, 0.00, 0.00], [0.00, 0.00, 0.00], [0.01, 0.00, 0.01], [-0.01, 0.00, 0.01], [0.00, 0.00, -0.01], [0.00, 0.00, 0.00], [0.01, 0.00, 0.00], [0.00, 0.03, 0.03], [0.06, -0.20, -0.02], [0.01, 0.06, -0.03], [-0.06, 0.03, 0.00], [-0.05, 0.08, -0.02], [0.02, -0.08, 0.07], [-0.05, 0.11, 0.00], [-0.01, -0.11, 0.07], [0.12, -0.01, -0.27], [-0.05, 0.13, 0.05], [-0.10, -0.01, 0.05], [0.00, -0.01, -0.01], [0.00, 0.02, 0.01], [0.00, 0.02, -0.03]],
  "mulliken_spin": [1.0393, 0.0056, -0.0213, 0.0103, -0.0049, 0.0039, 0.0153, 0.0010, -0.0009, -0.0003, 0.0005, 0.0000, 0.0000, 0.0000, 0.0000, 0.0109, 0.0057, 0.0005, -0.0003, -0.0019, -0.0037, -0.0235, 0.0009, 0.0005, 0.0006, 0.0005, -0.0002, 0.0000, 0.0000, 0.0000, 0.0000, 0.0000, 0.0009, 0.0000, 0.0000, 0.0005, 0.0000, -0.0028, 0.0000, 0.0001, 0.0048, 0.0006, 0.0024, -0.0042, -0.0238, 0.0009, -0.0192, -0.0005, 0.0001, 0.0015],
  "total_charge": -1,
  "spin_multiplicity": 2,
  "gap_ev": [7.1836, 7.2078]
}

---

# 3
{
  "formula": "C22H17FeN3O2S2",
  "method": "ωB97M-V with the def2-TZVPD basis set",
  "symbols": ["Fe", "C", "C", "C", "C", "C", "C", "C", "C", "C", "C", "C", "C", "C", "C", "C", "N", "H", "H", "H", "H", "H", "H", "H", "H", "H", "H", "N", "N", "C", "O", "O", "H", "H", "H", "S", "C", "C", "C", "C", "C", "C", "S", "H", "H", "H", "H"],
  "positions_angstrom": [[9.676271, 9.223612, 9.317230], [10.227501, 9.412236, 13.764852], [9.456300, 8.386653, 14.289343], [8.623152, 7.674602, 13.473629], [8.560681, 8.037500, 12.058249], [9.455803, 8.939829, 11.424466], [10.325254, 9.611838, 12.371056], [7.717202, 7.217354, 11.113961], [6.323841, 7.044429, 11.369033], [5.444442, 6.587525, 10.408969], [5.978726, 6.209913, 9.141271], [5.150148, 5.690272, 8.134925], [5.685059, 5.400732, 6.886040], [7.121488, 5.661289, 6.653345], [7.928808, 6.034563, 7.680254], [7.389860, 6.371136, 8.965756], [8.233321, 6.841463, 9.957051], [10.811359, 10.015377, 14.401766], [9.610243, 8.209562, 15.364043], [8.051416, 6.826884, 13.874894], [10.875074, 10.461082, 11.921049], [5.987826, 7.227346, 12.373384], [4.390268, 6.443576, 10.581515], [4.106771, 5.645976, 8.342225], [5.043256, 4.992981, 6.061463], [7.550618, 5.376784, 5.675404], [9.007605, 6.287731, 7.602029], [12.200220, 8.784297, 9.750789], [12.327355, 7.516458, 9.175523], [11.461874, 7.085830, 8.121001], [11.832046, 5.989250, 7.644183], [10.508606, 7.856733, 7.801839], [12.747893, 9.483675, 9.324735], [12.235656, 8.910642, 10.747533], [13.193926, 7.032690, 9.332510], [10.438724, 11.525231, 8.626280], [8.858631, 12.100663, 9.000036], [8.817815, 13.319038, 9.670983], [7.641388, 13.927381, 10.008290], [6.442947, 13.309392, 9.737774], [6.376055, 12.057558, 9.197238], [7.620432, 11.437359, 8.847931], [7.465378, 9.811018, 8.274229], [9.721519, 13.840928, 9.907998], [7.618778, 14.936986, 10.533392], [5.601129, 13.920503, 9.834542], [5.459616, 11.623683, 8.756769]],
  "atomic_forces_ev_per_a": [[0.26, -0.24, -0.75], [0.33, -0.13, -2.38], [0.52, 0.40, 1.01], [-0.62, 0.15, -2.05], [1.00, -1.59, 0.53], [0.36, -0.02, 1.87], [-1.73, 0.33, -0.38], [-0.58, 0.36, -0.65], [-0.61, -0.56, -0.19], [1.63, -0.18, 0.13], [0.70, 0.58, 1.14], [1.19, 0.10, -1.75], [0.83, 0.30, 0.00], [-1.72, -1.52, -0.21], [1.03, 1.23, 0.93], [-0.58, -0.40, 0.12], [-0.58, 0.20, -0.49], [0.70, 0.61, 0.81], [-0.53, -0.27, -0.43], [0.07, 0.37, -0.31], [0.16, -0.52, 0.65], [-0.26, 0.40, 0.22], [-0.21, 0.11, 0.24], [-0.74, -0.30, 0.01], [0.71, 0.52, 0.85], [-0.27, 0.44, 0.59], [-0.74, -0.47, -0.39], [-1.01, -0.30, -0.39], [-0.26, 0.69, 0.92], [1.20, -0.33, 0.31], [-0.78, 0.61, -0.17], [0.15, -0.28, 0.55], [0.65, 0.84, -0.79], [-0.18, -0.86, 0.29], [-0.11, -0.24, -0.37], [0.56, -1.24, -0.29], [-0.75, 0.56, 0.97], [-0.21, 0.63, -0.01], [-0.01, 1.67, 1.18], [-0.23, 0.17, -0.20], [1.40, -0.02, -1.40], [-1.13, -0.29, 0.01], [0.73, -0.92, -0.20], [0.61, 0.01, -0.02], [0.19, -1.29, -0.77], [-1.65, 0.59, 0.42], [0.52, 0.11, 0.82]],
  "mulliken_spin": [3.7681, -0.0065, 0.0044, 0.0029, -0.0572, 0.1287, -0.0662, 0.0075, -0.0067, 0.0034, -0.0020, 0.0009, -0.0004, 0.0021, -0.0068, 0.0007, 0.0227, -0.0010, 0.0003, 0.0001, 0.0038, -0.0007, 0.0005, -0.0001, 0.0000, -0.0002, 0.0040, 0.0406, -0.0068, 0.0070, 0.0035, 0.0325, -0.0014, -0.0094, 0.0003, 0.0607, 0.0108, -0.0076, 0.0054, -0.0015, 0.0009, -0.0028, 0.0658, -0.0012, 0.0004, -0.0003, 0.0006],
  "de_lowest_kj_mol": 82.5,
  "total_charge": -2,
  "spin_multiplicity": 5,
  "gap_ev": [5.2613, 5.3662]
}

---

# 4
{
  "formula": "C22H17N3O5Pt",
  "method": "ωB97M-V with the def2-TZVPD basis set",
  "symbols": ["Pt", "C", "C", "N", "N", "C", "O", "C", "C", "C", "C", "C", "C", "C", "C", "C", "C", "C", "N", "H", "H", "H", "H", "H", "H", "H", "H", "H", "H", "H", "H", "O", "C", "O", "C", "C", "C", "C", "O", "C", "O", "C", "C", "H", "H", "H", "H", "H"],
  "positions_angstrom": [[1.305826, -0.580831, 0.795891], [2.580898, 3.403870, 1.648605], [2.499476, 1.954809, 1.353856], [1.250208, 1.291576, 1.254694], [0.103550, 1.894766, 1.371773], [-0.922598, 1.037000, 1.197183], [-0.678035, -0.209260, 0.902854], [-2.270720, 1.523347, 1.310465], [-2.520080, 2.902104, 1.444812], [-3.818573, 3.362166, 1.492155], [-4.877930, 2.459077, 1.428668], [-4.636914, 1.089189, 1.315869], [-3.344629, 0.615884, 1.264021], [3.570998, 1.092111, 1.162171], [4.931210, 1.481789, 1.207157], [5.916753, 0.531776, 1.135223], [5.567848, -0.820446, 1.005507], [4.236480, -1.166384, 0.889588], [3.263478, -0.252659, 0.941759], [1.588320, 3.837878, 1.713272], [3.147083, 3.929233, 0.876480], [3.095729, 3.575124, 2.597421], [-1.686425, 3.586269, 1.509445], [-4.015679, 4.421331, 1.580285], [-5.894868, 2.824759, 1.478411], [-5.469398, 0.399882, 1.276892], [-3.142235, -0.446257, 1.218566], [5.168690, 2.532061, 1.299307], [6.957555, 0.820559, 1.182137], [6.324069, -1.590779, 0.986013], [3.933026, -2.194044, 0.737397], [1.351457, -4.524528, -0.571891], [0.958428, -3.399701, -0.411185], [1.429622, -2.538821, 0.447767], [-0.247263, -3.026844, -1.290713], [-1.315573, -3.965202, -1.328960], [-2.440940, -3.758502, -2.094049], [-2.436056, -2.619794, -2.882149], [-3.353067, -2.183949, -3.726781], [-2.851244, -1.011503, -4.350862], [-1.586258, -0.738031, -3.755401], [-1.328385, -1.715466, -2.897760], [-0.215969, -1.906708, -2.103494], [-1.231097, -4.866612, -0.736569], [-3.266097, -4.456740, -2.108215], [-3.534922, -0.177007, -4.191685], [-2.724683, -1.182606, -5.422153], [0.628956, -1.233907, -2.153779]],
  "atomic_forces_ev_per_a": [[-1.03, -0.19, -0.32], [0.02, 0.02, 0.03], [0.30, 0.17, 0.00], [-0.03, -0.23, -0.13], [-0.15, 0.35, 0.01], [0.05, 0.26, 0.07], [0.32, -0.52, 0.12], [0.28, -0.22, -0.01], [-0.09, 0.28, 0.01], [0.15, 0.03, 0.04], [0.06, 0.10, -0.03], [0.07, -0.26, -0.02], [-0.25, -0.09, -0.03], [-0.08, -0.05, -0.02], [-0.10, 0.01, 0.00], [-0.04, -0.13, -0.01], [0.06, 0.18, 0.01], [0.10, -0.16, -0.04], [0.27, -0.12, 0.21], [-0.01, 0.03, -0.01], [-0.03, -0.01, -0.03], [-0.03, -0.02, 0.01], [-0.02, 0.02, -0.05], [0.01, 0.00, 0.03], [-0.01, -0.02, -0.01], [0.01, 0.00, 0.06], [-0.01, 0.04, -0.05], [0.01, -0.01, 0.07], [0.00, 0.01, 0.01], [-0.04, -0.03, -0.05], [-0.09, 0.03, 0.04], [0.33, 0.21, 0.32], [-1.23, -0.35, -0.80], [0.72, 0.49, 0.21], [0.88, 0.49, 0.21], [-0.50, -0.05, -0.10], [-0.06, -0.32, 0.13], [0.14, 0.24, -0.13], [0.01, -0.31, 0.23], [-0.25, 0.43, -0.57], [0.21, -0.14, 0.22], [-0.22, -0.01, -0.15], [0.07, -0.03, 0.10], [0.05, 0.03, 0.04], [0.01, 0.02, -0.02], [0.05, -0.06, 0.20], [0.09, -0.14, 0.09], [-0.02, 0.03, 0.09]],
  "mulliken_spin": [0.7075, -0.0007, 0.2734, 0.2660, 0.3345, 0.1132, 0.1475, 0.0752, 0.0902, -0.0393, 0.1343, -0.0066, 0.0560, 0.1424, 0.1631, -0.0158, 0.1743, 0.0210, 0.1535, 0.0042, 0.0211, 0.0252, -0.0009, 0.0004, 0.0035, 0.0006, 0.0016, 0.0159, 0.0007, 0.0042, 0.0161, 0.1086, -0.0033, 0.0827, 0.1269, 0.1225, -0.0313, 0.2324, 0.1488, -0.0019, 0.1340, 0.2348, -0.0689, -0.0046, -0.0002, 0.0174, 0.0201, -0.0002],
  "de_lowest_kj_mol": 19.6,
  "total_charge": 2,
  "spin_multiplicity": 5,
  "gap_ev": [7.0377, 4.8739]
}